C41H64BFNO15 | the ωB97M-V functional and the def2-TZVPD basis

```
123
Properties=species:S:1:pos:R:3:forces:R:3
C -6.401251 1.104416 4.419622 -0.3136 -0.3743 -0.0581
C -7.785936 1.121906 4.266251 0.9614 0.1180 0.1692
C -8.335295 1.149807 2.941676 -1.4585 2.1086 -0.2610
O -9.488549 1.389341 2.646735 0.4663 -0.3931 -0.0219
O -7.407400 0.792699 1.992411 0.5238 0.1749 0.3912
C -7.347705 1.699013 0.900667 -0.1377 0.7448 -0.9658
C -5.981467 1.613953 0.256800 0.0116 -0.5731 0.4386
C -5.503954 0.163316 0.057983 0.3975 0.7196 0.3078
C -4.188598 -0.072141 0.802800 -0.0684 -0.8027 -0.2585
C -3.287860 -1.133770 0.183043 0.0552 -0.1422 -0.2185
C -2.946241 -0.868094 -1.302536 -0.1486 0.2034 0.2556
C -1.511144 -0.532049 -1.548190 -2.9577 -2.9338 0.1293
C -1.179321 0.728427 -1.457498 -0.3352 3.0124 0.7400
F -2.095575 1.610722 -1.130198 -0.9566 0.7498 0.2523
C 0.059465 1.159591 -1.692011 0.7554 2.1700 -0.0729
C 0.404264 2.606525 -1.611792 -0.6100 0.9416 1.4120
O 0.169145 3.265612 -0.615904 0.4219 -0.6896 -1.0521
O 0.951777 3.023676 -2.733299 0.3021 0.1371 0.2386
C 1.302327 4.429716 -2.742908 0.0504 0.4669 -0.6442
C 0.083610 5.268243 -3.039030 0.1874 0.5726 0.4529
C 0.378570 6.773605 -3.222842 -0.1265 -0.6203 -0.7086
C 1.792091 7.133400 -3.656155 0.0355 0.7662 0.7129
C 2.801163 7.247925 -2.505742 0.1081 -0.5900 -0.1259
O 2.158569 7.275840 -1.252769 -0.0532 -0.0705 -0.0110
C 3.041618 7.033453 -0.169395 -0.4604 0.1153 -0.0606
C 0.991232 0.256144 -2.022154 2.4401 1.9420 -0.2000
C 0.664455 -1.020964 -2.122089 1.4586 -3.2234 -0.2725
B 1.799701 -2.074436 -2.554677 0.1701 0.3163 -1.1239
O 2.348334 -2.861843 -1.629557 -0.0908 -0.2771 0.5819
C 2.264340 -2.137386 -4.068164 -1.4121 -0.1739 0.6011
C 1.107453 -1.775483 -5.018078 0.6951 0.3845 0.3236
N -0.583171 -1.413185 -1.878725 0.0424 -0.9699 -0.4216
C -0.898563 -2.835361 -2.042420 -0.1917 -1.2764 0.1988
O -0.352739 -3.685579 -1.086269 0.2718 0.4894 0.0121
C -0.104367 -3.129859 0.201264 0.0867 -0.6190 0.4595
H -5.850943 0.189592 4.621301 0.0392 0.2574 2.1570
H -5.822248 2.008582 4.287296 0.4724 -0.2431 -1.9953
H -8.424819 1.147944 5.133862 -0.4685 -1.7272 0.0916
H -7.480231 2.711228 1.267550 -0.1744 0.2294 0.1829
H -8.128040 1.552472 0.160834 -0.3268 -0.4719 0.0795
H -5.301879 2.146574 0.909324 0.3717 -0.0045 0.2338
H -5.943452 2.151801 -0.679010 -0.3309 0.2302 -0.3103
H -6.225761 -0.519895 0.475409 -0.3597 -0.2604 -0.0284
H -5.432421 -0.049432 -1.001772 0.0932 -0.0991 -0.2409
H -4.445795 -0.433497 1.791956 0.0331 0.0904 0.3995
H -3.599061 0.824856 0.947806 -0.0286 0.3836 -0.1793
H -3.716253 -2.125639 0.247659 -0.2964 -0.2329 0.1429
H -2.393088 -1.169789 0.787075 0.3810 -0.0563 0.1050
H -3.294681 -1.640560 -1.962830 -0.0594 -0.4467 -0.1218
H -3.506695 0.006094 -1.597188 -0.0982 0.2381 -0.1973
H 1.803390 4.740777 -1.838547 -0.1372 -0.2330 0.5358
H 2.026688 4.529845 -3.534222 0.2019 -0.2596 -0.3670
H -0.578701 5.181772 -2.190905 -0.4466 -0.2215 0.1142
H -0.411007 4.896841 -3.927087 -0.0781 -0.2986 -0.1893
H -0.277652 7.120157 -4.011063 -0.2406 0.0801 -0.2283
H 0.075126 7.323342 -2.350221 0.2103 0.1909 0.4278
H 1.735051 8.108109 -4.120323 -0.0177 0.2482 -0.2900
H 2.200027 6.455804 -4.393678 -0.0746 -0.1747 -0.3283
H 3.472355 6.384560 -2.533226 0.1482 -0.1286 0.0113
H 3.423904 8.129060 -2.641767 0.1425 0.2495 0.0351
H 2.750649 6.124305 0.348071 -0.0681 -0.2901 0.0295
H 2.941148 7.849851 0.533633 0.2255 0.2511 0.1827
H 4.064163 6.931652 -0.511524 0.3025 0.0988 0.0480
H 2.004125 0.625542 -2.182745 -0.3486 -0.4960 -0.1325
H 2.848113 -3.562482 -2.055652 0.4160 -0.1000 0.1650
H 2.682970 -3.125294 -4.248762 0.1200 -0.1204 -0.2820
H 3.035894 -1.399006 -4.181438 0.6218 0.2741 -0.0718
H 1.389833 -1.912401 -6.051657 -0.2140 -0.2794 -0.2962
H 0.183505 -2.277589 -4.763025 -0.1948 -0.3819 -0.3170
H 0.911032 -0.715408 -4.899419 -0.1239 0.3104 -0.0451
H -0.535102 -3.175487 -3.002835 0.3397 0.1592 -0.3186
H -1.961136 -3.005827 -2.066138 -0.4842 0.4937 0.0735
H -0.137261 -3.948862 0.902696 -0.0904 -0.3396 0.1906
H -0.848791 -2.415912 0.525553 -0.2081 0.2251 -0.1072
H 0.895941 -2.723795 0.264954 0.1910 0.3631 -0.1616
O -5.340050 -2.750705 5.079685 -0.3030 0.0688 0.2339
C -6.417624 -3.193244 4.789497 0.0713 0.3782 -0.2694
O -6.760927 -4.478507 5.006466 -0.0218 -0.0269 0.0150
C -8.071076 -4.738063 4.455381 -0.2460 -0.0030 -0.0378
C -8.741566 -3.373942 4.370477 0.0246 0.1065 -0.0741
C -7.550006 -2.454047 4.109629 -0.4426 -0.3499 0.3063
H -7.947951 -5.204252 3.476223 0.0550 0.0226 -0.0072
H -8.602852 -5.426161 5.106417 0.1827 -0.0672 0.0919
H -9.518314 -3.321282 3.611302 0.0310 -0.0618 -0.0395
H -9.194759 -3.123956 5.330190 -0.0071 -0.0209 0.0076
H -7.327828 -2.365171 3.044158 0.0666 0.1175 0.0281
H -7.685933 -1.471422 4.550864 0.1690 0.1065 -0.1710
O 3.762416 0.382023 -2.619313 0.5266 -0.1008 -0.2977
C 4.960512 0.220767 -2.601403 -0.0917 0.1072 0.5156
O 5.593397 -0.535532 -3.502825 -0.0407 -0.0663 -0.0868
C 7.000414 -0.630745 -3.164788 0.3143 0.0616 0.0591
C 7.278062 0.579748 -2.292562 0.1647 0.1446 0.0938
C 5.938476 0.771056 -1.586967 0.3445 0.0830 -0.4091
H 7.162381 -1.571974 -2.636633 -0.0851 -0.0012 0.0219
H 7.588614 -0.635500 -4.078378 -0.2078 -0.0598 -0.1401
H 8.120599 0.440360 -1.611644 -0.2978 -0.0559 -0.1816
H 7.488002 1.448352 -2.920735 -0.0501 -0.0296 -0.0524
H 5.868427 0.177839 -0.672985 -0.0642 0.0543 0.0296
H 5.728101 1.815182 -1.374491 -0.2097 -0.0641 0.1772
O -0.026242 -5.260210 3.374980 -0.1573 0.0939 -0.2378
C -1.027827 -5.113118 4.018386 0.4033 0.0137 0.2170
O -2.099687 -4.431052 3.561069 -0.0442 -0.0696 0.0476
C -3.105450 -4.329491 4.602880 0.2447 -0.2571 0.0924
C -2.799739 -5.477586 5.552760 0.1231 -0.0442 0.0850
C -1.281379 -5.596877 5.432862 -0.5818 -0.1218 -0.1143
H -3.011814 -3.357983 5.080207 0.0281 0.0458 -0.0327
H -4.086954 -4.410170 4.163816 0.0347 0.0335 -0.2779
H -3.152674 -5.299053 6.565417 -0.0236 0.0851 -0.0115
H -3.268292 -6.393788 5.190800 -0.0288 0.0113 -0.0053
H -0.762470 -4.935091 6.127477 0.0988 -0.0427 -0.0217
H -0.935749 -6.618679 5.557416 0.2690 0.0811 0.0194
O 9.193284 -0.027557 0.004651 0.0915 -0.1738 0.3139
C 10.378507 -0.217811 -0.009318 -0.0150 0.2814 -0.2046
O 11.091396 -0.442213 1.106448 0.0333 -0.0584 0.0028
C 12.496463 -0.525199 0.792032 0.2370 -0.0586 -0.0711
C 12.550516 -0.885682 -0.685483 -0.0286 0.0544 -0.1367
C 11.293661 -0.202371 -1.221140 0.2946 -0.4199 0.2130
H 12.954561 0.442507 1.002533 -0.0469 0.0267 -0.0071
H 12.961192 -1.277248 1.423198 -0.1601 0.0073 0.1398
H 13.470523 -0.570089 -1.171808 0.0132 0.0570 0.0562
H 12.460816 -1.965599 -0.807281 0.0133 -0.0079 0.0250
H 11.479637 0.833969 -1.506913 -0.0888 0.0101 -0.0419
H 10.849333 -0.747502 -2.049346 -0.1526 0.1976 -0.0609
```
Forces are in eV/Å.

Its charge is +1. Its total energy is -79142.78288 eV. For the max |F|, the calculation gives 0.08105 hartree/bohr. For the LUMO energy, the calculation gives -0.117 Ha. The calculation puts the frontier orbital gap at 6.71 eV.

Mulliken population analysis, charges in e, atoms 1 to 99: atom 1 (C): -0.331, atom 2 (C): -0.690, atom 3 (C): 0.660, atom 4 (O): -0.607, atom 5 (O): -0.048, atom 6 (C): -0.797, atom 7 (C): -0.991, atom 8 (C): -0.233, atom 9 (C): -1.670, atom 10 (C): -0.419, atom 11 (C): -1.432, atom 12 (C): 0.330, atom 13 (C): 0.425, atom 14 (F): -0.374, atom 15 (C): 1.212, atom 16 (C): -0.405, atom 17 (O): -0.574, atom 18 (O): -0.305, atom 19 (C): -0.376, atom 20 (C): -0.473, atom 21 (C): -0.900, atom 22 (C): -0.909, atom 23 (C): -0.440, atom 24 (O): -0.310, atom 25 (C): -0.756, atom 26 (C): -1.536, atom 27 (C): -0.522, atom 28 (B): 0.978, atom 29 (O): -0.643, atom 30 (C): -0.187, atom 31 (C): -1.102, atom 32 (N): 0.351, atom 33 (C): -0.542, atom 34 (O): -0.387, atom 35 (C): -0.026, atom 36 (H): 0.144, atom 37 (H): 0.317, atom 38 (H): 0.473, atom 39 (H): 0.469, atom 40 (H): 0.274, atom 41 (H): 0.362, atom 42 (H): 0.364, atom 43 (H): 0.312, atom 44 (H): 0.794, atom 45 (H): 0.402, atom 46 (H): 0.452, atom 47 (H): 0.419, atom 48 (H): 0.316, atom 49 (H): 0.838, atom 50 (H): 0.769, atom 51 (H): 0.213, atom 52 (H): 0.419, atom 53 (H): 0.245, atom 54 (H): 0.316, atom 55 (H): 0.465, atom 56 (H): 0.454, atom 57 (H): 0.412, atom 58 (H): 0.347, atom 59 (H): 0.354, atom 60 (H): 0.428, atom 61 (H): 0.213, atom 62 (H): 0.279, atom 63 (H): 0.355, atom 64 (H): 1.354, atom 65 (H): 0.295, atom 66 (H): 0.561, atom 67 (H): -0.036, atom 68 (H): 0.429, atom 69 (H): 0.220, atom 70 (H): 0.258, atom 71 (H): 0.102, atom 72 (H): 0.503, atom 73 (H): 0.270, atom 74 (H): -0.108, atom 75 (H): 0.178, atom 76 (O): -0.558, atom 77 (C): 0.512, atom 78 (O): -0.377, atom 79 (C): -0.429, atom 80 (C): -0.724, atom 81 (C): 0.383, atom 82 (H): 0.250, atom 83 (H): 0.351, atom 84 (H): 0.376, atom 85 (H): 0.308, atom 86 (H): 0.108, atom 87 (H): -0.200, atom 88 (O): -0.554, atom 89 (C): 0.415, atom 90 (O): -0.356, atom 91 (C): -0.509, atom 92 (C): 0.185, atom 93 (C): -0.653, atom 94 (H): 0.288, atom 95 (H): 0.315, atom 96 (H): -0.208, atom 97 (H): 0.293, atom 98 (H): 0.259, atom 99 (H): 0.416